{"formula": "C4H10BNO", "method": "the ωB97M-V functional and the def2-TZVPD basis", "spin_multiplicity": 1, "smiles": "CB(O)N1C[C@H]1C", "total_charge": 0, "relative_energy_kj_mol": 92.90, "orbital_gap_ev": 9.82, "elements": ["O", "N", "C", "C", "C", "C", "B", "H", "H", "H", "H", "H", "H", "H", "H", "H", "H"], "xyz": [[-1.984, 1.327, 0.148], [-0.511, -0.258, -0.615], [1.848, -0.285, -0.352], [0.074, 0.225, -2.021], [-0.953, -0.179, 1.925], [0.729, -0.760, -1.157], [-1.233, 0.305, 0.453], [-0.454, -0.129, -2.973], [-2.480, 1.737, 0.803], [-1.051, -1.232, 2.146], [0.832, -1.860, -1.300], [0.483, 1.224, -2.061], [-1.535, 0.266, 2.736], [1.551, 0.754, 0.075], [2.849, -0.256, -0.772], [0.043, 0.113, 2.311], [1.793, -0.990, 0.655]], "lowdin_charge": [0.215, 0.113, -0.089, -0.004, -0.002, -0.422, -0.735, 0.123, 0.074, 0.052, 0.149, 0.100, 0.049, 0.113, 0.065, 0.063, 0.136]}

---

{"formula": "C4H10BrNO2S", "method": "the ωB97M-V functional and the def2-TZVPD basis", "spin_multiplicity": 1, "total_charge": 0, "orbital_gap_ev": 10.64, "elements": ["Br", "S", "O", "O", "N", "C", "C", "C", "C", "H", "H", "H", "H", "H", "H", "H", "H", "H", "H"], "xyz": [[3.957, 0.303, 0.073], [1.431, -1.229, -0.268], [1.801, -1.131, -1.649], [1.855, -2.355, 0.490], [-0.207, -0.819, -0.215], [1.467, 1.560, 0.036], [2.086, 0.279, 0.466], [-0.713, -0.773, 1.144], [-1.075, -1.547, -1.040], [2.075, 0.052, 1.625], [-1.852, -2.223, -0.455], [-1.276, -1.741, 1.360], [-1.696, -0.723, -1.636], [-0.009, -0.504, 1.882], [2.120, 2.456, 0.313], [0.524, 1.606, 0.462], [-1.409, 0.205, 1.190], [1.126, 1.536, -1.022], [-0.536, -2.285, -1.768]], "lowdin_charge": [0.771, 0.537, -0.319, -0.274, -0.388, -0.181, -0.869, -0.121, -0.157, 0.111, 0.110, 0.105, 0.128, 0.049, 0.107, 0.029, 0.140, 0.105, 0.118]}

---

{"formula": "C4H10BrPS", "method": "the ωB97M-V functional and the def2-TZVPD basis", "spin_multiplicity": 1, "smiles": "CP(S)Br.C=CC", "total_charge": 0, "relative_energy_kj_mol": 127.69, "orbital_gap_ev": 9.30, "elements": ["Br", "S", "P", "C", "C", "C", "C", "H", "H", "H", "H", "H", "H", "H", "H", "H", "H"], "xyz": [[0.460, -3.254, -1.206], [2.024, -0.516, -2.690], [0.208, -1.141, -1.672], [-0.870, -1.183, -3.157], [-0.622, 0.586, 0.826], [0.768, 0.105, 1.184], [1.026, -0.991, 1.983], [-0.686, -2.162, -3.679], [1.616, 0.798, 1.135], [-0.801, 1.045, -0.196], [-1.835, -1.156, -2.731], [2.068, -1.078, 2.137], [-1.409, -0.218, 0.861], [-0.774, 1.366, 1.594], [-0.753, -0.181, -3.758], [0.325, -1.672, 2.409], [2.771, -0.416, -1.473]], "lowdin_charge": [0.235, 0.274, 0.125, -0.439, -0.201, -0.301, -0.014, 0.035, 0.091, 0.052, -0.009, 0.029, 0.079, 0.072, 0.077, 0.049, -0.152]}

---

{"formula": "C4H10Cl4Si2", "method": "the ωB97M-V functional and the def2-TZVPD basis", "spin_multiplicity": 1, "total_charge": 0, "relative_energy_kj_mol": 301.09, "orbital_gap_ev": [7.57, 6.11], "elements": ["Cl", "Cl", "Cl", "Cl", "Si", "Si", "C", "C", "C", "C", "H", "H", "H", "H", "H", "H", "H", "H", "H", "H"], "xyz": [[-0.440, 3.701, -0.232], [3.670, -2.393, 0.553], [4.191, -0.280, -1.889], [4.679, 0.627, 1.230], [3.479, -0.446, 0.026], [0.029, 1.826, 0.381], [-0.749, -0.911, 0.177], [-1.092, 0.535, -0.351], [-1.216, 0.579, -1.902], [-1.383, -1.179, 1.578], [-2.090, 1.436, -2.127], [-1.441, -0.398, -2.243], [-1.173, -2.194, 1.793], [-0.261, 0.948, -2.373], [-1.217, -1.716, -0.506], [-2.026, 0.592, 0.076], [-0.047, 1.782, 1.749], [-2.511, -1.131, 1.517], [-0.752, -0.494, 2.201], [0.350, -0.885, 0.345]], "lowdin_charge": [0.258, 0.221, 0.195, 0.228, -0.686, 0.324, -0.294, -0.573, -0.126, -0.115, 0.134, 0.035, 0.045, 0.068, 0.131, 0.051, -0.107, 0.098, 0.070, 0.043]}

---

{"formula": "C4H10ClISi", "method": "the ωB97M-V functional and the def2-TZVPD basis", "spin_multiplicity": 1, "total_charge": 0, "relative_energy_kj_mol": 323.37, "orbital_gap_ev": [7.86, 6.96], "elements": ["I", "Cl", "Si", "C", "C", "C", "C", "H", "H", "H", "H", "H", "H", "H", "H", "H", "H"], "xyz": [[1.885, 3.527, 0.710], [1.451, 1.488, -2.302], [1.159, 1.343, -0.349], [-2.591, -0.113, 0.500], [-2.224, 0.572, -0.702], [2.182, -0.294, 0.259], [1.366, -1.615, 0.236], [-1.553, 0.069, -1.346], [2.029, -2.447, 0.268], [2.691, -0.069, 1.256], [-2.203, 0.384, 1.445], [0.697, -1.611, 1.166], [-2.536, 1.522, -1.041], [-2.296, -1.118, 0.458], [-3.687, -0.096, 0.573], [0.673, -1.439, -0.629], [2.956, -0.104, -0.501]], "lowdin_charge": [0.273, 0.250, -0.195, -0.205, -0.069, -0.430, -0.168, 0.000, 0.049, 0.072, 0.097, 0.090, 0.035, 0.044, 0.076, 0.057, 0.026]}

---

{"formula": "C4H10ClN2", "method": "the ωB97M-V functional and the def2-TZVPD basis", "spin_multiplicity": 1, "total_charge": 1, "relative_energy_kj_mol": 185.14, "orbital_gap_ev": 8.66, "elements": ["Cl", "N", "N", "C", "C", "C", "C", "H", "H", "H", "H", "H", "H", "H", "H", "H", "H"], "xyz": [[2.548, 0.965, 0.471], [-1.024, 0.588, -2.022], [0.906, -0.659, -2.060], [0.919, 0.831, 0.837], [0.067, 0.139, -1.469], [-1.085, -0.380, 1.707], [0.434, -0.280, 1.667], [-1.474, -0.540, 0.704], [0.799, -0.094, 2.687], [-1.382, -1.221, 2.329], [-1.628, 1.226, -1.532], [1.743, -0.965, -1.588], [0.884, -1.227, 1.360], [-1.303, 0.341, -2.968], [-1.524, 0.524, 2.117], [0.341, 1.742, 0.774], [0.778, -0.990, -3.015]], "lowdin_charge": [0.793, 0.137, 0.133, -0.495, -0.238, -0.084, -0.312, 0.061, 0.143, 0.089, 0.116, 0.096, 0.123, 0.130, 0.086, 0.088, 0.133]}

---

no.,DFT total energy (hartree)
1,-313.2599
2,-3335.7638
3,-3471.9274
4,-2578.2142
5,-1205.7305
6,-727.7990